[1]
Formula: C3H12InN6O3
Source: the OMol25 dataset
Level of theory: wB97M-V/def2-TZVPD

Element x y z (Å)
In: -1.3215 0.8851 -2.6228
C: -1.6334 2.8249 0.9081
O: -1.7988 2.2615 -0.1441
N: -0.7146 3.6020 1.1751
N: -2.4814 2.6804 1.9395
H: -0.8339 4.3988 1.7841
H: -0.1413 3.6704 0.3464
H: -2.4187 3.2964 2.7374
H: -3.1222 1.9020 1.8802
C: 1.7625 -1.8117 -2.4760
O: 1.0447 -0.9380 -2.8963
N: 2.5958 -1.5911 -1.4574
N: 1.8795 -2.9691 -2.9829
H: 3.3433 -2.2568 -1.3222
H: 2.6064 -0.6361 -1.1288
H: 1.2327 -3.0795 -3.7507
H: 2.4827 -3.7543 -2.7838
C: -0.3465 -0.9035 0.9029
O: -0.6033 -0.5484 -0.2324
N: -0.3730 -2.1723 1.2204
N: -0.0705 -0.0399 1.8621
H: -0.4925 -2.5131 2.1636
H: -0.2957 -2.8330 0.4604
H: -0.1922 0.9318 1.6147
H: -0.1081 -0.4065 2.8024

**Energy above the lowest of the compared OMol25 structures with the same formula, charge and spin**: 4.3353 eV
**Total charge**: +3
**Orbital gap**: 0.10567 Eh
**Calculated total energy**: -864.66625 Ha
**HOMO**: -0.7435 Eh

[2]
Formula: C3H12KN6O3
Source: the OMol25 dataset
Level of theory: wB97M-V/def2-TZVPD

Element x y z (Å)
K: 0.4763 21.0106 -5.6643
C: -0.2129 22.3898 -10.6921
O: -0.0781 21.2223 -10.4432
N: -1.1657 22.8113 -11.5098
N: 0.7354 23.2216 -10.3904
H: -1.1684 23.7709 -11.8251
H: -1.9535 22.2211 -11.7355
H: 0.5278 24.1910 -10.5831
H: 1.5808 22.9711 -9.8978
C: 6.7550 22.2720 -7.6507
O: 5.5476 22.0960 -7.6357
N: 7.4187 23.2682 -8.0525
N: 7.5087 21.3421 -7.3705
H: 8.4264 23.3352 -8.0638
H: 6.8692 24.1071 -8.1727
H: 8.5111 21.4039 -7.4781
H: 7.0111 20.4635 -7.3474
C: -6.2027 22.1410 -4.0917
O: -5.1986 21.8980 -4.7286
N: -6.0603 22.6502 -2.9142
N: -7.4473 21.8846 -4.4931
H: -5.1471 22.6490 -2.4828
H: -6.9326 22.9190 -2.4818
H: -8.0916 21.6523 -3.7508
H: -7.4911 21.4140 -5.3857

**Energy above the lowest of the compared OMol25 structures with the same formula, charge and spin**: 4.1828 eV
**Total charge**: +1
**Orbital gap**: 0.28594 Eh
**Calculated total energy**: -1275.55602 Ha
**HOMO**: -0.4287 Eh

[3]
Formula: C3H12N
Source: the OMol25 dataset
Level of theory: wB97M-V/def2-TZVPD

Element x y z (Å)
N: -0.1823 2.6749 -0.4866
H: 0.4264 2.1441 -1.1328
H: -0.7391 1.8972 -0.0657
H: 0.4388 3.2259 0.0847
H: -0.8724 3.1880 -1.0460
C: 1.1109 -0.4454 -0.0617
C: -0.3250 -0.8237 0.1717
C: -0.6788 -2.3039 0.4913
H: 1.9659 -0.8138 0.6381
H: 1.3412 0.6331 0.1535
H: 1.5489 -0.6305 -1.0904
H: -1.1320 -0.4119 -0.4107
H: -0.5307 -0.2704 1.1163
H: -1.7589 -2.4588 0.4237
H: -0.2390 -2.9638 -0.2576
H: -0.3738 -2.6410 1.4720

**Energy above the lowest of the compared OMol25 structures with the same formula, charge and spin**: 1.0803 eV
**Total charge**: +1
**Orbital gap**: 0.38289 Eh
**Calculated total energy**: -175.95779 Ha
**HOMO**: -0.5422 Eh

[4]
Formula: C3H12N2
Source: the OMol25 dataset
Level of theory: wB97M-V/def2-TZVPD

Element x y z (Å)
C: 0.0533 2.1242 -1.6683
C: 0.9080 1.1080 -0.8900
N: 1.2430 1.5888 0.4304
H: -0.7009 1.6505 -2.2940
H: -0.4585 2.8217 -1.0125
H: 0.6666 2.7615 -2.3022
H: 0.4005 0.1428 -0.9502
H: 1.8410 1.0010 -1.4347
H: 0.5026 1.5736 1.1156
H: 2.0391 1.0943 0.8055
C: -1.3409 -2.5944 0.4302
N: -0.7896 -2.0016 1.6552
H: -0.6041 -2.6974 -0.3617
H: -2.1872 -2.0205 0.0648
H: -1.7517 -3.5742 0.6565
H: 0.0688 -2.4820 1.8974
H: -0.5343 -1.0301 1.4737

**SMILES**: CCN.CN
**Energy above the lowest of the compared OMol25 structures with the same formula, charge and spin**: 0.3227 eV
**Total charge**: 0
**Orbital gap**: 0.37441 Eh
**Calculated total energy**: -230.97947 Ha
**HOMO**: -0.3412 Eh